This record from OMol25 describes the molecule C15H19ClN2O4. The level of theory is ωB97M-V with the def2-TZVPD basis set.

Output
HOMO energy (eV): -10.542
Energy relative to the best compared isomer or geometry (same formula, charge and spin) (eV): 2.4941

The geometry in ORCA input format:
```
! RIJCOSX wB97M-V def2-TZVPD def2/J DEFGRID3
* xyz 0 1
Cl 0.294 -1.739 0.982
O 5.906 -0.289 -1.362
O 3.665 -0.303 -1.429
O 0.060 -1.136 3.465
O -1.835 -1.295 -2.966
N -4.105 2.010 1.205
N -4.933 -1.713 1.857
C -4.026 -1.418 1.228
C 4.802 -1.219 0.522
C 0.818 2.105 -0.931
C -1.273 0.865 -0.274
C 1.632 0.943 -1.507
C -2.204 0.251 0.829
C -1.540 0.075 2.216
C -2.877 -1.089 0.367
C -3.276 1.239 1.044
C 3.013 0.869 -0.897
C -0.396 -0.900 2.402
C -0.086 1.670 0.235
C -3.335 -1.052 -1.109
C 4.869 -0.545 -0.820
C -2.353 -1.781 -1.993
H -0.953 0.093 -0.965
H 5.444 -0.690 1.221
H 1.708 1.018 -2.591
H -2.185 -1.914 0.521
H 1.489 2.893 -0.584
H -2.119 -2.822 -1.696
H 0.533 1.097 0.927
H -3.465 -0.043 -1.487
H 0.184 2.540 -1.704
H 2.932 0.759 0.190
H 3.796 -1.277 0.930
H 1.157 -0.017 -1.304
H 5.184 -2.232 0.408
H 3.613 1.747 -1.136
H -1.220 1.046 2.583
H -0.441 2.549 0.776
H -1.880 1.558 -0.858
H -2.307 -0.273 2.911
H -4.287 -1.577 -1.206
*
```

=====

This record from OMol25 describes a structure of composition C15H19ClN3O7P2Tc in a non-equilibrium geometry. The level of theory is ωB97M-V with the def2-TZVPD basis set.

Output
HOMO energy (alpha / beta) (eV): -5.658 / -5.683
Energy relative to the best compared isomer or geometry (same formula, charge and spin) (eV): 2.7815
Expectation value of S²: 0.7864

The geometry in ORCA input format:
```
! RIJCOSX wB97M-V def2-TZVPD def2/J DEFGRID3
* xyz -1 2
Tc 1.077 0.073 -0.081
Cl 1.398 -1.285 -2.974
P 4.004 -1.185 0.450
P 1.591 -2.005 1.480
O 3.154 0.057 0.242
O 1.080 -0.849 2.257
O 1.155 -3.408 2.120
O 3.187 -2.119 1.563
O 3.866 -2.106 -0.854
O 1.163 -2.012 0.031
O 5.387 -1.019 0.871
N -0.392 6.016 0.057
N 3.889 5.624 -0.146
N 1.208 1.963 0.001
C -2.638 -2.901 -0.708
C 1.538 0.281 -2.201
C -1.444 0.206 0.961
C -2.077 -1.569 -0.342
C -1.297 1.098 2.148
C -1.204 0.577 -0.429
C 0.511 5.301 0.042
C 1.629 4.459 0.028
C -1.654 -0.585 -1.210
C -1.784 -0.605 -2.694
C 1.454 3.111 0.044
C 2.887 5.064 -0.056
C -1.926 -1.099 0.995
C -2.280 -1.862 2.224
C -1.621 1.952 -0.919
H -1.535 2.683 -0.122
H -2.838 -0.537 -2.973
H -3.174 -1.443 2.692
H -3.652 -3.005 -0.317
H -2.664 -3.016 -1.787
H -2.660 1.911 -1.243
H -2.027 -3.697 -0.284
H 2.937 -2.290 -1.036
H -1.251 0.231 -3.132
H -0.912 2.072 1.857
H -1.379 -1.527 -3.102
H 1.564 -3.510 2.976
H -2.261 1.228 2.643
H -2.467 -2.909 1.996
H -1.020 2.290 -1.758
H 2.596 0.551 -2.286
H -1.464 -1.806 2.943
H -0.608 0.643 2.859
H 0.956 0.962 -2.827
*
```

=====

This record from OMol25 describes a structure of composition C15H19CoN5O2SSb in a non-equilibrium geometry. The level of theory is ωB97M-V with the def2-TZVPD basis set.

Output
HOMO energy (alpha / beta) (eV): -5.111 / -5.054
Energy relative to the best compared isomer or geometry (same formula, charge and spin) (eV): 0.3735
Expectation value of S²: 0.8957

The geometry in ORCA input format:
```
! RIJCOSX wB97M-V def2-TZVPD def2/J DEFGRID3
* xyz -1 2
Sb -0.117 1.232 -0.507
Co 1.209 -2.103 -0.986
S 0.124 -3.930 -0.551
O 0.935 -1.664 1.017
O 3.301 -2.532 -1.087
N 6.457 -1.054 -1.201
N 0.329 -2.600 1.732
N 3.027 -1.293 -1.104
N -0.214 -1.401 -3.635
N 3.360 2.137 -1.128
C -0.813 4.248 0.232
C -0.360 2.329 -3.326
C 0.314 -1.676 -2.642
C -3.152 1.103 0.403
C 3.958 -0.376 -1.144
C -1.750 0.630 0.772
C 0.180 -2.376 3.057
C -0.810 -4.652 1.937
C -0.135 -3.719 1.117
C -0.461 -3.273 3.864
C 5.345 -0.759 -1.182
C 0.228 3.153 0.427
C -1.276 1.917 -2.176
C -0.970 -4.441 3.278
C 3.598 1.011 -1.150
H -1.935 2.729 -1.868
H -1.711 -0.461 0.792
H -1.193 -5.540 1.455
H 0.608 -1.440 3.382
H -0.547 5.166 0.764
H -0.564 -3.061 4.917
H -0.926 2.697 -4.185
H 0.333 3.121 -3.029
H -3.897 0.769 1.131
H -0.922 4.510 -0.822
H -3.457 0.714 -0.570
H 1.207 3.484 0.074
H -1.798 3.941 0.589
H -1.902 1.075 -2.476
H -1.476 0.966 1.776
H -1.489 -5.173 3.882
H 0.234 1.478 -3.662
H -3.221 2.190 0.343
H 0.353 2.923 1.489
*
```

=====

This record from OMol25 describes a structure of composition C15H19F4N4Re in a non-equilibrium geometry. The level of theory is ωB97M-V with the def2-TZVPD basis set.

Output
HOMO energy (alpha / beta) (eV): -19.019 / -19.010
Expectation value of S²: 3.7845

The geometry in ORCA input format:
```
! RIJCOSX wB97M-V def2-TZVPD def2/J DEFGRID3
* xyz 3 4
Re 0.695 0.699 -0.119
F -1.557 2.428 0.204
F -3.369 0.582 4.944
F -3.033 3.985 1.736
F -1.542 -0.901 3.662
N 4.455 -0.340 0.564
N 2.553 0.566 0.037
N -0.360 0.009 1.253
N -0.388 -0.752 -1.310
C 3.197 -0.142 0.972
C 0.323 -1.555 -2.402
C -1.626 2.088 1.573
C -2.567 2.812 2.242
C -1.136 -1.709 -0.329
C -2.799 1.107 3.850
C -0.905 1.294 -2.825
C 3.443 0.897 -0.993
C -1.469 0.110 -2.037
C -1.228 0.816 2.012
C -3.240 2.356 3.388
C 1.359 -2.520 -1.828
C -0.621 -1.464 1.100
C 4.642 0.347 -0.679
C -1.805 0.382 3.221
H -1.360 -1.852 1.802
H -2.093 -0.522 -2.674
H 1.463 -3.398 -2.470
H 5.592 0.317 -1.184
H 1.033 -2.881 -0.830
H -0.461 -2.101 -2.986
H 0.123 1.107 -3.199
H -1.509 1.510 -3.720
H 0.791 -0.810 -3.076
H -2.118 0.517 -1.233
H -2.205 -1.481 -0.436
H -0.982 -2.755 -0.623
H -4.088 2.857 3.845
H 3.091 1.592 -1.750
H 5.148 -0.895 1.087
H 2.355 -2.036 -1.725
H 2.811 -0.416 1.936
H 0.302 -2.046 1.221
H -0.915 2.195 -2.221
*
```

=====

This record from OMol25 describes a structure of composition C15H19IN3O6P2Ru. The level of theory is ωB97M-V with the def2-TZVPD basis set.

Output
HOMO energy (eV): -11.571
Energy relative to the best compared isomer or geometry (same formula, charge and spin) (eV): 0.0000

The geometry in ORCA input format:
```
! RIJCOSX wB97M-V def2-TZVPD def2/J DEFGRID3
* xyz 1 1
I -1.577 2.693 1.451
Ru -0.805 0.529 0.098
P -2.361 -1.494 -0.520
P -1.770 -1.583 2.458
O -1.201 -2.689 3.267
O -0.868 -0.492 1.938
O -2.870 -0.104 -0.247
O -0.869 -1.391 -0.864
O -3.044 -0.902 3.119
O -3.195 -2.322 -1.572
N -0.589 1.291 -1.775
N 0.520 1.203 -2.346
N -1.439 -3.642 0.843
C 3.394 -0.622 -0.001
C 1.518 0.662 -1.538
C -1.686 1.604 -2.649
C 2.787 0.450 -2.065
C 1.177 0.250 -0.246
C 3.732 -0.190 -1.280
C -2.734 2.391 -2.198
C -2.769 1.315 -4.765
C 2.123 -0.404 0.524
C -2.458 -2.524 0.969
C -3.829 -3.118 1.257
C -3.793 2.657 -3.051
C 0.378 1.791 1.088
C -3.815 2.118 -4.330
C -1.697 1.054 -3.927
H -1.822 -4.473 0.395
H -3.332 -1.351 3.924
H -0.626 -3.312 0.310
H 4.727 -0.363 -1.663
H -3.819 -3.662 2.202
H -2.784 0.894 -5.762
H -4.606 3.285 -2.713
H 1.878 -0.737 1.525
H 4.135 -1.130 0.603
H -0.871 0.435 -4.247
H -2.716 2.804 -1.202
H -3.331 -1.887 -2.427
H 3.007 0.772 -3.074
H -4.145 -3.789 0.457
H 0.987 2.554 0.620
H -1.136 -3.823 1.829
H 0.743 1.433 2.045
H -4.562 -2.316 1.335
H -4.648 2.324 -4.988
*
```

=====

This record from OMol25 describes a cluster of 2 separate species, C15H19N in total in a non-equilibrium geometry. The level of theory is ωB97M-V with the def2-TZVPD basis set.

Output
HOMO energy (eV): -8.719
Energy relative to the best compared isomer or geometry (same formula, charge and spin) (eV): 3.1238

The geometry in ORCA input format:
```
! RIJCOSX wB97M-V def2-TZVPD def2/J DEFGRID3
* xyz 0 1
N -0.792 0.717 0.358
C -1.251 -1.173 -3.511
C 2.649 0.951 -0.075
C -2.654 -0.645 1.078
C 2.946 1.619 2.990
C -3.776 -1.354 0.911
C 2.186 0.520 2.324
C 1.241 1.792 -0.161
C -1.827 -0.236 0.046
C -2.038 -0.913 -1.153
C 2.777 -0.057 1.070
C -0.065 0.089 -1.865
C -1.137 -0.616 -2.145
C 0.123 0.775 -0.625
C -4.169 -1.870 -0.329
C -3.197 -1.753 -1.242
H -3.458 -2.079 -2.304
H -5.125 -2.393 -0.499
H -2.588 0.001 1.960
H 3.912 -0.206 1.103
H 3.170 2.437 2.189
H -0.859 -2.286 -3.473
H 3.482 1.526 0.166
H 3.971 1.292 3.680
H 1.201 0.810 2.074
H 1.058 2.367 0.738
H -0.490 -0.614 -4.080
H -4.397 -1.744 1.653
H 2.936 0.508 -0.995
H 0.788 0.209 -2.609
H 1.906 2.264 3.774
H 1.318 2.563 -0.928
H 2.461 -1.128 0.761
H 2.022 -0.336 3.045
H -2.328 -1.036 -3.926
*
```

=====

Table of calculated total energy (Ha), in record order: -1453.60878 -2497.92854 -3028.37559 -1278.46749 -2273.98434 -637.58332